A molecular structure, C5H9NO3. Source: OMol25; level of theory: wB97M-V/def2-TZVPD.

As for the spin multiplicity: 1. The value obtained for the HOMO-LUMO gap is 8.154 eV. As for the HOMO energy: -8.51 eV. Its relative energy (zero: lowest compared OMol25 entry of this formula, charge and spin) is 4.383 eV.

Geometry (Å):
C (-1.307, -1.028, -0.378)
N (1.483, -1.763, -0.108)
C (0.961, -0.666, 0.659)
C (-0.466, -0.460, 0.695)
H (1.426, -1.529, -1.099)
H (2.464, -1.895, 0.104)
H (1.457, -0.546, 1.616)
H (-0.911, -0.116, 1.619)
H (-1.183, -2.117, -0.371)
H (-2.356, -0.761, -0.275)
H (-0.939, -0.682, -1.352)
C (-0.543, 1.714, 0.290)
C (1.020, 0.764, -0.231)
O (-1.316, 1.912, -0.792)
O (-0.598, 2.380, 1.290)
O (1.133, 0.626, -1.450)
H (-1.876, 2.688, -0.618)
H (1.551, 1.480, 0.401)

These are the Löwdin partial charges, in e, on atoms 1 to 4:
1 C -0.049
2 N 0.063
3 C -0.297
4 C -0.069


A molecular structure, C40H87InNO11P2 in a non-equilibrium geometry. Source: OMol25; level of theory: wB97M-V/def2-TZVPD.

As for the spin multiplicity: 1. The value obtained for the HOMO-LUMO gap is 5.510 eV. As for the HOMO energy: -3.56 eV. The total charge is -1.

Geometry (Å):
C (0.786, -1.328, 0.736)
C (-0.330, -1.206, -0.280)
P (-0.259, 0.402, -1.227)
C (-1.541, 0.158, -2.558)
C (-1.938, 1.454, -3.235)
In (-0.855, 2.346, 0.286)
C (-3.035, 2.654, 0.612)
C (-3.878, 1.438, 0.127)
C (-4.833, 1.783, -1.019)
C (-6.267, 2.219, -0.601)
N (-6.756, 1.759, 0.692)
P (0.118, 4.593, -0.533)
O (-0.067, 5.644, 0.502)
O (1.735, 4.551, -0.867)
O (-0.574, 5.091, -1.940)
H (0.692, -2.300, 1.220)
H (0.714, -0.577, 1.516)
H (1.762, -1.290, 0.263)
H (-1.315, -1.339, 0.170)
H (-0.217, -1.991, -1.029)
H (-2.412, -0.355, -2.150)
H (-1.113, -0.517, -3.298)
H (-2.697, 1.239, -3.988)
H (-2.380, 2.154, -2.529)
H (-1.104, 1.938, -3.737)
H (-0.095, 2.068, 1.875)
H (-3.399, 3.554, 0.119)
H (-3.230, 2.791, 1.675)
H (-4.368, 0.941, 0.960)
H (-3.176, 0.709, -0.280)
H (-4.404, 2.606, -1.584)
H (-4.905, 0.920, -1.678)
H (-6.950, 1.868, -1.372)
H (-6.320, 3.304, -0.611)
H (-6.359, 2.312, 1.439)
H (-6.557, 0.779, 0.840)
H (2.205, 4.888, -0.082)
H (-0.055, 5.847, -2.274)
C (3.182, 4.916, -4.619)
C (3.532, 6.238, -5.297)
C (2.152, 6.788, -5.635)
O (1.267, 6.309, -4.627)
C (1.921, 5.285, -3.853)
H (3.968, 4.531, -3.971)
H (2.959, 4.157, -5.372)
H (4.037, 6.899, -4.588)
H (4.169, 6.129, -6.175)
H (1.805, 6.418, -6.608)
H (2.122, 7.880, -5.651)
H (2.162, 5.695, -2.874)
H (1.245, 4.444, -3.718)
C (-7.821, -2.684, -3.277)
C (-6.770, -2.687, -4.383)
C (-6.225, -1.268, -4.294)
O (-6.338, -0.879, -2.925)
C (-7.151, -1.816, -2.220)
H (-8.076, -3.677, -2.908)
H (-8.737, -2.206, -3.632)
H (-5.983, -3.408, -4.149)
H (-7.168, -2.926, -5.369)
H (-6.818, -0.575, -4.902)
H (-5.182, -1.192, -4.602)
H (-6.504, -2.413, -1.567)
H (-7.865, -1.275, -1.598)
C (0.159, -6.651, 2.467)
C (0.578, -6.138, 3.840)
C (0.983, -4.706, 3.526)
O (0.167, -4.286, 2.427)
C (-0.500, -5.417, 1.867)
H (-0.508, -7.512, 2.504)
H (1.042, -6.927, 1.885)
H (-0.278, -6.149, 4.514)
H (1.381, -6.712, 4.301)
H (2.033, -4.646, 3.219)
H (0.830, -4.027, 4.366)
H (-1.561, -5.362, 2.139)
H (-0.421, -5.376, 0.779)
C (-3.272, 6.775, -2.408)
C (-3.802, 8.132, -2.864)
C (-5.301, 7.875, -2.932)
O (-5.590, 6.898, -1.934)
C (-4.362, 6.327, -1.449)
H (-2.294, 6.816, -1.941)
H (-3.213, 6.091, -3.258)
H (-3.584, 8.891, -2.109)
H (-3.388, 8.469, -3.815)
H (-5.590, 7.469, -3.909)
H (-5.897, 8.770, -2.740)
H (-4.181, 6.705, -0.438)
H (-4.464, 5.243, -1.397)
C (-3.777, -6.756, 7.372)
C (-4.184, -5.964, 6.134)
C (-2.882, -5.927, 5.348)
O (-2.183, -7.138, 5.667)
C (-2.809, -7.773, 6.783)
H (-4.613, -7.221, 7.892)
H (-3.255, -6.105, 8.077)
H (-4.947, -6.511, 5.574)
H (-4.571, -4.971, 6.353)
H (-2.260, -5.078, 5.648)
H (-3.036, -5.876, 4.270)
H (-3.339, -8.662, 6.423)
H (-2.042, -8.091, 7.491)
C (4.916, -8.187, 7.132)
C (4.826, -9.133, 5.939)
C (3.581, -8.619, 5.231)
O (3.518, -7.215, 5.491)
C (4.452, -6.873, 6.518)
H (5.911, -8.120, 7.568)
H (4.221, -8.504, 7.914)
H (5.703, -9.010, 5.298)
H (4.751, -10.184, 6.215)
H (2.674, -9.086, 5.630)
H (3.608, -8.782, 4.153)
H (5.287, -6.332, 6.061)
H (3.967, -6.214, 7.239)
C (5.672, 0.538, 0.105)
C (5.226, 1.925, -0.346)
C (3.713, 1.759, -0.416)
O (3.376, 0.790, 0.584)
C (4.553, 0.153, 1.064)
H (6.657, 0.521, 0.575)
H (5.689, -0.145, -0.748)
H (5.490, 2.667, 0.413)
H (5.659, 2.242, -1.293)
H (3.396, 1.374, -1.391)
H (3.171, 2.679, -0.223)
H (4.758, 0.518, 2.078)
H (4.384, -0.925, 1.113)
C (9.791, 3.142, -3.012)
C (9.339, 4.531, -3.452)
C (7.828, 4.356, -3.517)
O (7.492, 3.383, -2.526)
C (8.678, 2.745, -2.052)
H (10.776, 3.126, -2.546)
H (9.809, 2.465, -3.870)
H (9.601, 5.268, -2.689)
H (9.768, 4.855, -4.399)
H (7.513, 3.978, -4.496)
H (7.283, 5.279, -3.313)
H (8.882, 3.103, -1.037)
H (8.514, 1.668, -2.011)

These are the Löwdin partial charges, in e, on atoms 1 to 4:
1 C -0.193
2 C -0.530
3 P 0.749
4 C -0.543


2 unconnected molecules or ions with the total composition C5H9N5O in a non-equilibrium geometry. Source: OMol25; level of theory: wB97M-V/def2-TZVPD.

As for the spin multiplicity: 1. The value obtained for the HOMO-LUMO gap is 9.942 eV. As for the HOMO energy: -9.28 eV. Its structure (SMILES) is [H]/N=C\NC(N)=O.c1cn[nH]c1. Its relative energy (zero: lowest compared OMol25 entry of this formula, charge and spin) is 0.000 eV.

Geometry (Å):
H (0.971, 2.817, -1.042)
N (0.673, 2.668, -0.077)
C (1.148, 1.581, 0.388)
N (1.847, 0.607, -0.309)
C (1.972, -0.633, 0.286)
N (2.260, -1.685, -0.509)
O (1.750, -0.780, 1.483)
H (1.009, 1.288, 1.418)
H (1.921, 0.701, -1.314)
H (2.245, -2.597, -0.075)
H (2.534, -1.592, -1.473)
C (-2.400, -1.225, 0.174)
C (-1.872, -0.657, -1.009)
N (-1.417, 0.565, -0.806)
N (-1.692, 0.825, 0.481)
C (-2.283, -0.214, 1.097)
H (-2.842, -2.196, 0.308)
H (-1.798, -1.047, -2.025)
H (-1.422, 1.728, 0.876)
H (-2.602, -0.153, 2.127)

These are the Löwdin partial charges, in e, on atoms 1 to 4:
1 H 0.042
2 N 0.083
3 C -0.309
4 N 0.105


2 unconnected molecules or ions with the total composition C9H8ClNO in a non-equilibrium geometry. Source: OMol25; level of theory: wB97M-V/def2-TZVPD.

As for the spin multiplicity: 1. The value obtained for the HOMO-LUMO gap (alpha / beta) is 6.517 / 8.574 eV. As for the HOMO energy (alpha / beta): -7.70 / -9.00 eV. Its relative energy (zero: lowest compared OMol25 entry of this formula, charge and spin) is 6.450 eV.

Geometry (Å):
C (1.509, -2.002, -1.718)
C (-1.036, 0.747, 1.186)
C (-2.178, 1.306, 1.742)
C (-2.892, -0.272, 0.422)
C (-1.507, -0.354, 0.375)
C (1.066, -0.845, -1.301)
C (-0.722, -1.337, -0.244)
C (2.437, 0.813, 0.052)
C (1.508, 0.513, -1.087)
N (1.721, -3.032, -2.244)
O (-3.326, 0.688, 1.288)
Cl (-1.312, -2.812, -0.615)
H (0.102, 0.880, 1.403)
H (-2.337, 2.149, 2.327)
H (-3.739, -0.961, 0.163)
H (2.647, 1.816, 0.484)
H (3.340, 0.232, -0.102)
H (1.944, 0.524, 1.056)
H (2.167, 0.803, -2.110)
H (0.609, 1.144, -1.079)

These are the Löwdin partial charges, in e, on atoms 1 to 4:
1 C -0.322
2 C -0.008
3 C -0.082
4 C -0.075